The following is a DFT calculation (ωB97M-V/def2-TZVPD) of a cluster of 8 separate species, C48H107N11O8 in total in a non-equilibrium geometry.

Computed properties:
DFT total energy, hartree: -3097.00505
Charge: 0
Relative energy (zero: lowest compared OMol25 entry of this formula, charge and spin), kcal per mole: 113.2
Frontier orbital gap, eV: 8.050
LUMO level, eV: 0.065

The geometry in XYZ format:
```
174
Properties=species:S:1:pos:R:3:forces:R:3
O -1.8571 1.5456 6.5334 -0.1 -0.9 0.9
O -0.9178 -4.4338 -2.7163 0.6 -0.3 0.5
O 3.8930 -1.4992 0.2888 -0.3 -1.1 0.0
O -0.5709 0.3244 1.9842 0.0 -1.5 0.9
O 1.9589 8.1000 -0.6416 -0.1 -0.7 0.1
O -2.6641 -2.0549 5.8159 1.6 -0.7 0.8
O -3.8988 1.7457 -0.8858 -0.7 0.4 -0.1
O 1.4321 -0.6058 -4.6593 -0.9 -0.6 -0.2
N -3.8337 -2.3660 5.1840 -0.9 1.1 -3.5
N 1.0549 7.3505 0.1367 -2.3 -0.2 1.1
N 1.3209 0.7405 1.0828 3.0 3.6 -1.8
N -2.9070 1.6791 4.5692 -2.6 -0.4 -2.1
N -0.7057 1.5443 4.5954 1.7 -0.6 0.0
N -3.1826 0.5331 0.8148 -1.6 -3.3 3.0
N -1.8327 1.8297 -0.2552 7.0 3.2 -1.1
N -1.4323 -3.3161 -3.3382 -1.9 2.7 -1.7
N 4.8722 -2.5291 0.5294 0.0 -0.2 -1.4
N 1.8103 0.6935 -4.7301 2.6 3.5 0.1
N 1.0839 -1.3009 1.6999 -1.3 -2.6 1.4
C 0.9649 1.5244 -2.5060 -0.7 1.2 0.8
C 2.9564 2.6213 -3.6761 -1.1 0.1 0.6
C 0.5722 -0.1026 1.6815 -2.7 0.6 -0.4
C -4.9649 -3.1011 3.0474 -1.2 1.4 0.5
C -0.3282 9.4640 0.6170 0.9 -0.7 -0.2
C -1.1431 -4.0604 -5.6484 2.2 -0.9 -1.1
C -4.8384 -2.9265 6.0199 -1.7 -1.2 0.0
C -0.2773 1.9192 -5.5115 0.3 -0.4 -2.0
C -2.6021 -1.0451 -3.0112 -0.4 -1.8 -0.4
C 4.9092 -3.6951 -0.4223 -1.1 1.2 -0.4
C -0.7775 -1.8806 -1.6153 -0.2 1.2 1.6
C -3.0945 -4.7878 -4.6063 -1.2 1.0 -1.0
C 1.4606 8.5876 2.2311 -0.6 1.1 -0.3
C -2.0274 -2.3277 -2.3463 0.2 -0.4 -0.6
C -2.6606 -2.3070 -5.2091 -0.3 1.0 2.1
C -6.1458 -3.7052 3.8651 0.6 -0.3 0.8
C -4.5275 -4.3809 6.4773 -0.8 0.3 1.0
C 3.8292 -4.8375 -0.3183 0.7 -0.2 0.7
C 0.0718 5.1923 0.9099 1.1 -0.9 0.7
C -1.8538 1.4703 5.3181 1.8 2.0 1.4
C 2.0557 2.9068 -5.9612 -0.3 1.2 1.6
C -5.1627 -1.9395 7.1801 -0.5 -0.5 0.3
C -3.4647 -1.4312 -4.2166 0.1 -0.4 -0.1
C -0.7418 7.3026 1.8467 1.0 0.2 0.9
C 2.1598 1.3068 -3.4169 -0.1 -0.2 -0.8
C 2.2686 3.6341 -4.6201 0.6 -1.4 0.1
C 1.3032 5.4641 -1.2900 0.7 -1.0 0.8
C -2.9884 1.3915 -0.1284 -5.7 -0.4 -2.2
C 0.3606 8.1778 1.1568 1.1 -1.1 1.6
C 4.7900 -3.1977 -1.8676 -0.3 1.2 -0.4
C 3.0919 0.3606 -2.6730 0.6 -0.8 -0.4
C 6.3545 -4.1447 -0.3441 0.3 -2.7 -0.3
C 5.1744 -1.2844 2.5987 0.9 -0.3 -0.3
C 6.5245 -3.4197 1.9778 0.7 -0.2 2.1
C -3.6042 -2.8988 3.7830 -0.2 -1.7 -0.8
C -2.6835 -1.9954 2.9533 -0.2 1.3 1.1
C 1.3456 0.7775 -7.0591 -0.8 -0.5 -1.8
C 4.1297 -3.6072 2.6910 -0.8 0.6 -0.7
C -6.1899 -2.9743 5.2085 0.8 0.8 -0.2
C 1.2807 5.8794 0.2156 -1.2 -0.2 -0.9
C -2.9534 -4.2838 3.7023 -0.4 -0.7 2.2
C -2.0951 -3.6330 -4.6035 -0.8 0.8 0.3
C 5.1516 -2.7252 1.9219 -0.2 0.6 2.1
C 6.7991 -4.5853 1.0652 -1.0 1.0 -1.2
C 2.5307 5.4541 1.0394 0.9 0.9 -1.5
C -0.3005 5.8388 2.2242 -1.9 1.9 -1.8
C -3.1365 -2.9266 -1.4692 1.2 -0.5 -0.3
C 1.2187 1.5739 -5.8106 1.2 0.7 1.8
H -0.9881 9.2492 -0.2235 0.0 -0.1 0.0
H -1.7615 -0.3938 -3.2506 -0.2 0.3 -0.4
H 7.7831 -5.0120 1.2594 0.4 0.6 -0.7
H -2.8055 -4.6409 2.6832 0.2 0.2 0.2
H -6.9836 -3.2620 5.8979 0.0 -0.4 -0.2
H 5.8075 -1.2125 3.4831 0.0 -0.6 0.2
H -0.3327 -2.5319 -0.8629 0.1 -0.7 -0.5
H 0.1356 1.3461 5.1179 -0.2 0.0 0.0
H -4.1006 0.1142 0.7725 0.3 -0.2 0.2
H -1.6621 -2.0895 3.3221 0.0 0.1 0.1
H 1.3854 4.3790 -1.3522 0.2 -0.3 0.0
H -0.6434 2.5835 -4.7286 0.8 -0.3 0.3
H 1.2072 9.5364 2.7039 -0.3 0.2 0.0
H -2.7830 1.4145 3.6024 -0.7 0.3 -0.1
H 0.5035 2.5096 -2.5739 -0.3 0.1 -0.9
H 1.3649 4.0500 -4.1746 -0.3 -0.4 0.1
H -3.2533 -2.5409 -6.0935 0.4 0.2 -0.2
H -0.7358 -5.0400 -5.3981 0.0 -0.2 -0.1
H 2.6963 4.4282 1.3683 -1.2 0.0 0.6
H 3.9328 2.2472 -3.9840 0.2 0.6 -0.3
H 4.3561 -4.6516 2.4765 -0.5 0.0 0.2
H -4.9043 -3.5296 2.0470 0.6 -0.5 0.2
H -0.6612 1.2978 3.6170 -0.2 -0.1 0.0
H 0.4413 10.1653 0.2943 -0.1 0.1 -0.1
H 2.2998 0.3967 -7.4233 0.5 0.0 1.2
H -0.9015 7.7718 2.8175 -0.3 0.4 0.0
H 6.6514 -3.9836 2.9019 -0.4 0.9 1.0
H -3.8575 -0.4818 -4.5803 0.1 -0.2 -0.8
H 2.1911 5.8588 -1.7839 -0.1 0.1 -0.1
H -1.0146 -1.0289 -0.9778 -0.4 0.4 0.1
H 3.9020 -2.6421 -2.1688 -0.7 -0.4 0.6
H 1.5990 3.7335 -6.5054 -0.8 -0.8 -0.9
H -0.7942 0.9596 -5.5277 -0.4 0.0 0.5
H -3.3260 -2.2115 -0.6687 -0.3 -0.3 0.2
H 4.2265 -0.8366 2.8972 -0.3 -0.6 -0.2
H -1.6672 7.4229 1.2834 0.0 -0.6 -0.1
H -6.1179 -4.7835 4.0217 0.7 -0.2 0.0
H -1.0574 1.4284 0.2527 -0.1 0.5 0.1
H 3.9031 -0.0282 -3.2885 0.0 0.2 -0.4
H -0.0528 -4.0291 -2.6181 0.7 -1.1 0.5
H 0.1708 0.7799 -2.5647 0.1 -0.1 0.0
H -2.6432 -2.0698 1.8666 -0.5 -0.8 0.0
H 2.5741 -0.5446 -2.3558 -0.2 0.2 0.4
H -3.5959 -4.9666 4.2583 -0.3 -0.4 -0.7
H -3.4925 -4.4652 6.8085 -0.1 -0.2 0.1
H -1.6205 -4.1253 -6.6261 -0.3 -0.2 0.1
H 3.6048 0.8570 -1.8492 -0.4 0.1 0.3
H -4.3469 -2.0123 -3.9479 -0.1 0.1 0.6
H 3.1511 -3.2807 2.3390 -0.3 -0.6 -0.6
H -5.4399 -0.9679 6.7711 0.6 0.2 -0.1
H 5.5246 -2.4231 -2.0876 0.6 -0.3 0.0
H 1.9752 -1.4984 1.2679 0.0 -0.3 0.1
H 0.3739 -1.9787 1.9377 0.7 -0.7 0.0
H 3.0782 2.9007 -6.3388 -0.1 -1.2 -0.4
H 3.8027 -5.4633 -1.2104 0.0 0.5 -0.4
H 6.3135 -5.0479 -0.9528 0.4 -0.3 -0.4
H -0.2696 -3.4394 -5.8471 0.0 0.5 0.5
H 2.0792 0.3978 0.5104 0.0 0.7 0.0
H -2.4225 0.0525 1.2746 -0.1 0.1 0.1
H -3.2757 -0.5323 -2.3245 0.4 0.1 0.4
H -4.0106 -4.5916 -4.0491 0.3 -0.5 0.8
H 0.6836 -0.0846 -6.9782 -0.1 0.0 -0.4
H -0.0520 -1.4558 -2.3090 0.2 -0.5 -0.1
H -2.0990 -4.3563 4.3753 0.8 0.3 -0.6
H -0.9218 9.9319 1.4024 0.1 -0.1 0.1
H -2.9957 -0.9675 3.1379 0.1 0.3 0.1
H -5.2637 -2.0791 2.8146 -0.4 0.4 0.0
H 6.1910 -5.4341 1.3779 -0.5 0.0 -0.1
H 3.0119 3.1030 -2.6999 0.5 -0.1 0.2
H 0.4011 5.6884 -1.8593 -0.1 0.5 0.3
H -3.4788 -4.6957 -5.6221 -0.2 -0.4 -0.3
H 7.2960 -2.6511 2.0240 0.2 -0.1 -0.6
H -2.7214 -1.1449 6.1162 -0.2 0.4 -0.1
H 4.8682 -4.0410 -2.5537 0.3 0.1 0.0
H 1.4842 7.9519 -1.4628 0.6 0.7 -0.7
H 1.1041 1.3911 -7.9270 -0.8 0.1 0.0
H 5.6398 -0.5573 1.9333 0.1 -0.1 -0.3
H 4.4762 -0.7833 0.0264 -0.1 0.2 -0.2
H -1.7841 -1.6683 -5.3187 0.3 -0.2 -1.2
H 1.6319 7.9546 3.1018 -0.1 -0.7 -0.4
H -0.5955 2.3816 -6.4458 -0.4 0.2 -0.1
H 2.6578 6.2400 1.7840 0.2 -0.6 0.4
H -4.8246 -5.2031 5.8263 0.5 0.4 -0.8
H -2.6394 -5.7781 -4.5940 -0.2 0.1 0.8
H 2.8681 4.5198 -4.8306 0.4 -0.1 0.2
H 1.2623 1.6363 -1.4634 0.4 -0.7 0.2
H -4.0280 -3.1668 -2.0487 -0.1 0.4 0.1
H -2.7458 -3.8840 -1.1243 -0.2 0.0 0.6
H 0.3988 5.9655 3.0507 0.3 -0.8 -0.3
H 2.3993 8.8038 1.7210 0.1 -0.3 0.0
H -1.8075 2.6852 -0.7916 0.7 -0.3 -0.1
H -4.4842 -1.8583 8.0293 0.6 0.1 -0.5
H 3.9270 -3.4412 3.7491 1.2 0.0 0.3
H 3.3991 5.4831 0.3812 0.3 0.8 -0.2
H 0.5131 -0.5647 -4.3845 -0.8 -0.6 0.2
H 2.8251 -4.4570 -0.1315 0.1 0.1 0.0
H 6.9596 -3.4479 -0.9240 0.3 0.2 0.7
H 0.8936 1.6543 1.0316 0.8 0.1 -0.4
H -7.1254 -3.6154 3.3956 0.1 0.5 -0.4
H -0.8315 4.9285 0.3598 -0.2 1.2 -0.6
H -1.2053 5.2864 2.4778 0.1 0.2 1.0
H 0.3257 4.1629 1.1629 0.9 -0.3 -0.1
H -6.4018 -1.9419 4.9305 -0.1 0.3 0.2
H -5.2346 -4.6259 7.2699 0.3 0.3 0.8
H -6.0815 -2.2280 7.6905 -0.2 -0.5 -0.2
H 4.0574 -5.6081 0.4181 0.0 0.4 0.6
H -3.8318 1.8034 4.9557 0.3 -0.3 0.0
```
Forces are in eV/Å.

=====

The following is a DFT calculation (ωB97M-V/def2-TZVPD) of a cluster of 4 separate species, C17H36N4O5 in total.

Computed properties:
DFT total energy, hartree: -1264.57033
Charge: 0
Frontier orbital gap, eV: 9.387
LUMO level, eV: 0.734

The geometry in XYZ format:
```
62
Properties=species:S:1:pos:R:3:forces:R:3
O -2.1422 -1.2700 -1.3515 0.0 0.0 -0.1
O -0.2819 0.0184 3.2206 0.1 0.2 -0.3
O 0.8076 2.2844 -3.8537 0.1 0.1 0.0
O -3.4567 2.8370 4.3391 0.1 0.3 0.1
O 2.0237 -4.4520 -2.2110 0.1 -0.1 0.0
N -2.5198 3.5345 6.3738 0.5 -0.4 0.0
N 0.7790 4.0901 -5.1806 0.0 0.0 0.0
N 0.0629 -1.4987 -1.0397 0.0 0.0 0.0
N 1.8618 -6.6222 -2.7501 0.0 0.0 0.0
C 0.4557 1.1630 3.6006 0.2 -0.2 0.1
C -0.7236 -0.3635 -3.0598 0.0 0.0 0.0
C 0.0253 -5.5625 -1.5128 0.0 0.1 0.0
C 0.2612 1.5153 5.0936 0.3 0.2 -0.3
C 1.3796 -5.4885 -2.1780 -0.1 0.1 0.0
C -1.2480 2.8096 6.7021 -0.5 0.2 -0.1
C -0.2650 2.9231 5.4625 -0.3 -0.3 0.9
C -1.1508 3.6544 4.4446 0.3 0.5 0.0
C -2.5450 3.3271 4.9386 -0.2 -0.1 -0.2
C -1.0041 -1.0733 -1.7605 -0.1 0.0 0.1
C 1.2531 2.8673 -4.8288 0.0 0.0 0.0
C 1.1806 4.9227 -6.2968 -0.1 0.0 0.2
C -2.6582 -0.3630 3.5490 0.1 0.1 -0.2
C 1.4778 -1.3673 -1.3455 -0.1 -0.2 0.2
C 1.2407 -7.9301 -2.8112 0.2 0.1 -0.1
C 2.3398 2.2658 -5.6892 0.0 0.0 0.0
C -1.5753 0.2634 2.6632 -0.4 -0.5 0.4
H 1.9613 4.4345 -6.8701 0.0 0.0 0.0
H 0.5663 3.5466 5.7990 0.0 0.0 -0.4
H -1.6746 -0.0899 -3.5075 0.0 0.0 0.0
H -0.8500 3.1987 7.6392 0.1 -0.1 -0.1
H -1.5445 1.7677 6.8390 0.2 0.1 0.1
H 3.2273 2.8994 -5.6966 0.0 0.0 -0.1
H -1.7780 1.3327 2.5537 0.2 0.0 -0.1
H 1.6128 -0.8426 -2.2859 0.0 0.0 0.0
H 1.0901 -8.2357 -3.8479 -0.1 0.0 0.0
H -0.2137 -4.5791 -1.1198 0.0 0.0 0.0
H 0.2763 -7.9125 -2.3152 0.0 0.0 0.0
H -0.1827 -1.0196 -3.7444 0.0 0.0 0.0
H 0.0308 -6.2836 -0.6947 0.0 0.0 0.0
H -2.7325 -1.4341 3.3461 0.0 0.1 0.2
H 1.9952 2.1317 -6.7151 0.0 0.0 0.0
H 1.2296 1.3893 5.5892 -0.1 0.0 0.1
H 0.0558 4.4320 -4.5675 0.0 0.0 0.0
H -0.1284 0.5392 -2.9083 -0.1 -0.2 0.0
H -0.9384 3.5185 3.3881 -0.2 -0.3 0.1
H 1.8679 -8.6763 -2.3206 0.0 0.0 0.0
H -2.3249 4.5226 6.5223 -0.2 0.0 0.0
H 1.9778 -0.8028 -0.5550 0.0 0.0 -0.1
H 2.7668 -6.5040 -3.1771 0.0 0.0 0.0
H -0.1977 -1.9645 -0.1850 0.0 0.0 0.0
H -1.6067 -0.2254 1.6851 0.0 0.3 -0.1
H 0.2186 2.0037 2.9440 0.0 0.0 0.0
H 1.5610 5.8820 -5.9423 0.0 0.0 0.0
H 0.3337 5.1121 -6.9583 0.0 0.0 0.0
H 1.9211 -2.3601 -1.4217 0.1 0.1 -0.1
H -3.6230 0.1068 3.3430 0.0 -0.1 0.0
H -1.0377 4.7299 4.6337 0.0 -0.1 -0.1
H -0.3849 0.7395 5.5110 0.0 0.1 -0.1
H 2.6009 1.2971 -5.2749 0.0 0.0 0.0
H 1.5079 0.9184 3.4212 -0.1 0.0 0.0
H -0.7456 -5.8486 -2.2289 0.0 0.0 0.0
H -2.4165 -0.2090 4.6037 -0.1 0.0 -0.1
```
Forces are in eV/Å.